(1)
{"formula": "C5H12N2O2", "method": "ωB97M-V with the def2-TZVPD basis set", "species": ["C", "C", "C", "C", "C", "H", "H", "H", "H", "H", "H", "H", "H", "H", "H", "H", "H", "N", "N", "O", "O"], "coordinates": [[1.3915, 0.3479, 1.4932], [0.9745, 0.9925, 0.0944], [1.7165, 0.3902, -1.1712], [-0.7207, 0.9434, 0.0614], [-2.4906, -0.7435, -0.0846], [1.6234, 1.5099, 2.3370], [2.8070, -0.8978, 1.6507], [0.2245, -0.6616, 1.6742], [1.2966, 1.9913, 0.1805], [2.7832, 0.9256, -1.1848], [1.0389, 0.1915, -2.0633], [1.6595, -1.4829, -0.3852], [-2.3117, 1.6398, -0.4181], [-3.7790, -0.1342, -0.0181], [-2.4076, -1.7949, 0.5465], [-2.5159, -1.0324, -1.1469], [-0.7156, -1.6861, -0.9113], [-1.4010, 1.8644, -0.4850], [-1.1053, -0.2230, 0.4004], [2.2897, -0.7870, -0.5458], [-0.3580, -1.3530, -0.0242]], "nbo_charge": [-0.60, -0.37, -0.09, 0.45, -0.49, 0.24, 0.18, 0.26, 0.22, 0.23, 0.19, 0.47, 0.32, 0.24, 0.25, 0.18, 0.48, -0.65, -0.19, -0.74, -0.58], "charge": 0, "de_lowest_ev": 15.044, "multiplicity": 1, "gap_ev": 8.645, "homo_energy_ha": -0.318}


(2)
{"formula": "C5H12N2O2", "method": "ωB97M-V with the def2-TZVPD basis set", "species": ["C", "C", "C", "N", "O", "C", "N", "C", "O", "H", "H", "H", "H", "H", "H", "H", "H", "H", "H", "H", "H"], "coordinates": [[-0.9878, 1.2519, -1.4712], [-0.4149, 0.1698, -0.5591], [-1.2045, 0.1025, 0.7468], [-1.7868, -1.1366, 0.9887], [-1.4608, 1.0807, 1.4267], [1.0205, 0.4925, -0.1092], [2.0350, 0.1811, -1.0422], [1.2709, -0.4180, 1.2679], [1.1622, -1.7985, 1.0104], [-0.3447, 1.4182, -2.3341], [-1.0838, 2.1827, -0.9161], [-1.9807, 0.9659, -1.8161], [-0.4188, -0.8036, -1.0606], [-2.4017, -1.1665, 1.7899], [-2.0325, -1.7198, 0.2042], [1.0932, 1.5328, 0.2154], [2.1318, 0.8454, -1.7993], [2.0541, -0.8036, -1.2791], [2.3310, -0.2288, 1.4516], [0.7908, -0.1154, 2.2029], [0.2272, -2.0326, 1.0825]], "nbo_charge": [-0.60, -0.35, 0.70, -0.87, -0.61, -0.04, -0.86, -0.10, -0.73, 0.21, 0.23, 0.21, 0.20, 0.40, 0.40, 0.21, 0.37, 0.38, 0.19, 0.19, 0.48], "charge": 0, "de_lowest_ev": 1.164, "multiplicity": 1, "gap_ev": 9.579, "homo_energy_ha": -0.327}


(3)
{"formula": "C5H12N2O2", "method": "ωB97M-V with the def2-TZVPD basis set", "species": ["C", "N", "C", "C", "O", "H", "H", "H", "H", "H", "H", "H", "C", "C", "N", "O", "H", "H", "H", "H", "H"], "coordinates": [[-1.3409, -0.4299, 0.2787], [-1.4534, -0.6544, -1.1417], [-0.6121, -0.0003, -1.9744], [-0.8579, -0.0845, -3.4407], [0.4120, 0.5616, -1.6071], [-0.3798, 0.1261, 0.4232], [-2.1532, 0.0906, 0.8455], [-1.2613, -1.4289, 0.8285], [-2.4180, -0.9044, -1.5562], [-1.9423, -0.2083, -3.7438], [-0.1386, -0.8761, -3.8674], [-0.4406, 0.8854, -3.7700], [0.3450, 0.5932, 2.3067], [1.5488, 0.0091, 1.5688], [2.7570, 0.2141, 2.2003], [1.4399, -0.5315, 0.4912], [-0.3005, 1.0438, 1.5214], [0.5804, 1.3638, 3.0305], [-0.2130, -0.2460, 2.7633], [3.6129, -0.1356, 1.7375], [2.8155, 0.6123, 3.1057]], "nbo_charge": [-0.45, -0.62, 0.66, -0.71, -0.62, 0.27, 0.18, 0.19, 0.39, 0.21, 0.25, 0.25, -0.73, 0.67, -0.84, -0.58, 0.25, 0.22, 0.23, 0.41, 0.39], "charge": 0, "de_lowest_ev": 1.697, "multiplicity": 1, "gap_ev": 9.920, "homo_energy_ha": -0.332}


(4)
{"formula": "C5H12N2O3", "method": "ωB97M-V with the def2-TZVPD basis set", "species": ["C", "C", "O", "C", "C", "O", "N", "N", "C", "O", "H", "H", "H", "H", "H", "H", "H", "H", "H", "H", "H", "H"], "coordinates": [[-0.3009, 2.0381, -0.9932], [-0.4190, 0.5372, -1.1128], [-1.3488, 0.0443, -1.7625], [0.5808, -0.3429, -0.3149], [0.6660, -1.7667, -0.8912], [1.9034, 0.2121, -0.4585], [0.2046, -0.4183, 1.1209], [0.8494, 0.6608, 1.8878], [-1.2381, -0.4090, 1.4080], [-1.9578, -1.4104, 0.7114], [0.5339, 2.3309, -0.3542], [-1.2219, 2.4304, -0.5530], [-0.1466, 2.4681, -1.9855], [-0.1677, -2.4081, -0.5939], [1.5952, -2.2606, -0.5814], [0.6723, -1.7438, -1.9874], [2.2040, -0.0060, -1.3573], [1.0506, 0.3260, 2.8349], [1.7810, 0.8259, 1.4777], [-1.7046, 0.5639, 1.2093], [-1.3856, -0.6132, 2.4745], [-2.1502, -1.0587, -0.1789]], "nbo_charge": [-0.74, 0.58, -0.57, 0.29, -0.64, -0.73, -0.32, -0.70, 0.09, -0.72, 0.24, 0.25, 0.24, 0.25, 0.22, 0.21, 0.49, 0.36, 0.38, 0.14, 0.18, 0.49], "charge": 0, "de_lowest_ev": 2.932, "multiplicity": 1, "gap_ev": 8.790, "homo_energy_ha": -0.303}


(5)
{"formula": "C5H12N2O3", "method": "ωB97M-V with the def2-TZVPD basis set", "species": ["C", "N", "O", "C", "O", "O", "H", "H", "H", "H", "H", "C", "N", "C", "C", "H", "H", "H", "H", "H", "H", "H"], "coordinates": [[2.3947, 1.0238, -0.7932], [1.1339, 1.1663, -0.1126], [1.2016, 1.7656, 1.1664], [-0.1949, 1.1650, -0.6694], [-0.9751, 2.0696, -0.3263], [-0.1422, 0.7894, -1.9997], [2.9470, 0.2633, -0.2332], [2.2796, 0.6993, -1.8283], [2.9439, 1.9711, -0.7346], [0.3322, 2.2261, 1.2010], [-0.9810, 1.1361, -2.3491], [-1.8684, -0.4495, 1.3540], [-0.9619, -0.6379, 0.2329], [0.2409, -1.7650, 0.4741], [-0.9563, -1.9567, -0.3833], [-2.4986, 0.4124, 1.1231], [-2.4946, -1.3163, 1.5938], [-1.3185, -0.1963, 2.2671], [1.2114, -1.6746, 0.0105], [0.2379, -2.1036, 1.5007], [-1.7282, -2.6375, -0.0370], [-0.8033, -1.9505, -1.4569]], "nbo_charge": [-0.42, -0.21, -0.57, 0.90, -0.73, -0.72, 0.18, 0.23, 0.20, 0.49, 0.50, -0.43, -0.39, -0.24, -0.25, 0.23, 0.18, 0.21, 0.22, 0.20, 0.19, 0.21], "charge": 0, "de_lowest_ev": 5.088, "multiplicity": 1, "gap_ev": 8.934, "homo_energy_ha": -0.297}


(6)
{"formula": "C5H12N2O3S2", "method": "ωB97M-V with the def2-TZVPD basis set", "species": ["C", "C", "C", "C", "C", "N", "N", "O", "O", "O", "S", "S", "H", "H", "H", "H", "H", "H", "H", "H", "H", "H", "H", "H"], "coordinates": [[1.7213, -0.8481, -1.7316], [2.4176, 2.3921, 0.7958], [-3.5512, -0.8364, 0.2164], [1.0051, 2.2113, 0.2883], [-2.4929, -1.9184, 0.0350], [-0.0551, 0.2839, -0.3073], [-0.4879, -0.8467, 0.0635], [3.4239, -0.7813, 0.2401], [0.7104, 0.8389, 0.6347], [-1.3749, -1.5319, -0.8140], [0.0363, -1.6280, 1.4004], [2.4852, -1.6375, -0.5106], [0.9786, -1.5954, -2.2413], [1.9090, 0.1278, -1.9807], [2.8509, 3.2196, 0.4324], [2.5361, 2.5112, 1.7903], [3.0215, 1.4202, 0.4103], [-4.3851, -1.1988, 0.8597], [-3.0082, -0.0513, 0.7653], [-4.2069, -0.5438, -0.7033], [0.9460, 2.5197, -0.8093], [0.4382, 2.9879, 0.7861], [-2.7694, -2.7613, -0.5768], [-2.1485, -2.3336, 0.9566]], "nbo_charge": [-0.77, -0.63, -0.66, -0.09, -0.10, 0.11, 0.00, -0.93, -0.32, -0.33, -0.06, 1.17, 0.25, 0.23, 0.21, 0.21, 0.25, 0.23, 0.22, 0.23, 0.20, 0.19, 0.20, 0.22], "charge": 0, "multiplicity": 1, "gap_ev": [8.578, 8.576], "homo_energy_ha": [-0.318, -0.318]}


(7)
{"formula": "C5H12N3", "method": "ωB97M-V with the def2-TZVPD basis set", "species": ["C", "N", "C", "N", "H", "H", "H", "H", "H", "H", "H", "C", "C", "C", "N", "H", "H", "H", "H", "H"], "coordinates": [[-2.6492, -0.8122, 0.8422], [-0.9278, 2.1343, -0.5122], [-1.7511, 1.0579, -0.3943], [-1.8386, 0.3923, 0.7501], [-1.9658, -1.6733, 1.0563], [-3.2539, -0.9661, 0.0144], [-3.2695, -0.7371, 1.7731], [-0.4109, 2.5333, 0.2702], [-1.1270, 2.7096, -1.3245], [-2.2471, 0.7095, -1.2998], [-1.4463, 0.6850, 1.6257], [1.5517, -1.2804, 0.3089], [0.8119, -1.5792, -0.8230], [3.2210, 0.0971, -0.5126], [2.3070, -0.1450, 0.4149], [1.5617, -1.9445, 1.1620], [0.8291, -0.8969, -1.6880], [0.2429, -2.4766, -0.8708], [3.7228, 1.0764, -0.4840], [3.4738, -0.5906, -1.3310]], "lowdin_spin": [0.01, 0.18, 0.50, 0.20, 0.00, 0.01, 0.00, 0.01, 0.00, 0.05, 0.01, 0.00, 0.01, 0.00, 0.00, 0.00, 0.00, 0.00, 0.00, 0.00], "charge": 0, "de_lowest_ev": 1.691, "multiplicity": 2, "gap_ev": [4.756, 9.341], "homo_energy_ha": [-0.143, -0.312]}


(8)
{"formula": "C5H12N3", "method": "ωB97M-V with the def2-TZVPD basis set", "species": ["C", "N", "C", "N", "H", "H", "H", "H", "H", "H", "H", "C", "C", "C", "N", "H", "H", "H", "H", "H"], "coordinates": [[1.5734, 1.4167, 0.0799], [1.9713, -2.2104, -0.3315], [2.2258, -0.9197, -0.2329], [1.3133, -0.0067, -0.1468], [1.1988, 1.9799, -0.7713], [2.6367, 1.5801, 0.1839], [1.0090, 1.7433, 0.9482], [1.0358, -2.5479, -0.1554], [2.7164, -2.8808, -0.4230], [3.2606, -0.5998, -0.2793], [0.3371, -0.3144, -0.1430], [-1.8259, 0.5415, 0.9833], [-2.0584, 1.6858, 0.3658], [-2.3202, -1.0671, -0.6237], [-1.5756, -0.6888, 0.3241], [-1.8586, 0.4332, 2.0597], [-2.1054, 1.7477, -0.7127], [-2.2259, 2.5978, 0.9230], [-2.1731, -2.0504, -1.0546], [-3.1349, -0.4399, -0.9937]], "nbo_charge": [-0.41, -0.73, 0.39, -0.50, 0.23, 0.22, 0.24, 0.43, 0.44, 0.22, 0.44, -0.07, -0.42, 0.01, -0.50, 0.22, 0.20, 0.23, 0.19, 0.17], "charge": 1, "de_lowest_ev": 1.550, "multiplicity": 1, "gap_ev": 10.080, "homo_energy_ha": -0.482}


(9)
{"formula": "C5H12N3", "method": "ωB97M-V with the def2-TZVPD basis set", "species": ["C", "C", "C", "C", "H", "H", "H", "H", "H", "H", "N", "C", "N", "N", "H", "H", "H", "H", "H", "H"], "coordinates": [[3.5309, -0.3678, 1.3276], [2.5656, 0.5717, 1.4067], [1.2057, 0.3637, 0.9013], [0.1547, 1.2328, 1.0996], [3.3639, -1.3803, 1.0076], [4.4530, -0.2023, 1.8442], [2.8083, 1.5240, 1.8639], [0.9942, -0.5091, 0.3165], [-0.8758, 0.9274, 0.9707], [0.3639, 2.1967, 1.5806], [-1.4760, -0.8902, -2.3566], [-1.5484, -0.3226, -1.0047], [-2.5790, 0.6441, -0.8720], [-1.0903, -1.0329, 0.0492], [-1.2375, -0.1670, -3.0242], [-0.9368, -1.7465, -2.3686], [-3.0356, 0.8566, -1.7517], [-3.2928, 0.2703, -0.2551], [-0.5142, 0.0406, -0.6582], [-1.7481, -1.7801, 0.2837]], "nbo_charge": [-0.23, -0.27, -0.13, -0.31, 0.20, 0.22, 0.23, 0.21, 0.23, 0.22, -0.68, 0.27, -0.76, -0.77, 0.40, 0.41, 0.40, 0.41, 0.46, 0.47], "charge": 1, "de_lowest_ev": 8.682, "multiplicity": 1, "gap_ev": 5.177, "homo_energy_ha": -0.473}


(10)
{"formula": "C5H12N3", "method": "ωB97M-V with the def2-TZVPD basis set", "species": ["C", "N", "C", "C", "C", "N", "C", "N", "H", "H", "H", "H", "H", "H", "H", "H", "H", "H", "H", "H"], "coordinates": [[2.3645, -0.7949, -0.4260], [2.1472, 0.3279, 0.4564], [0.8612, 0.8731, 0.5288], [0.2000, 1.3162, -0.7023], [-1.0742, 1.0203, -0.8161], [-1.5059, 0.1990, 0.4198], [-2.3601, -0.8349, -0.0024], [-0.3975, -0.0893, 1.1614], [1.5667, -1.6149, -0.4395], [2.3447, -0.3501, -1.4759], [3.2441, -1.4128, -0.1173], [2.5354, 0.2683, 1.3295], [0.9504, 1.8345, 1.1649], [0.8989, 1.6038, -1.5168], [-1.8795, 1.4028, -1.4144], [-2.0469, 0.7848, 0.9961], [-2.2508, -1.6234, 0.7332], [-3.4676, -0.6787, 0.0910], [-2.0102, -1.2345, -0.8833], [-0.1204, -0.9973, 0.9128]], "nbo_charge": [-0.44, -0.59, 0.09, -0.19, -0.07, -0.21, -0.45, -0.46, 0.17, 0.21, 0.25, 0.39, 0.24, 0.28, 0.25, 0.42, 0.24, 0.27, 0.23, 0.36], "charge": 1, "de_lowest_ev": 4.241, "multiplicity": 1, "gap_ev": 10.394, "homo_energy_ha": -0.497}


(11)
{"formula": "C5H12N3O5S", "method": "ωB97M-V with the def2-TZVPD basis set", "species": ["C", "O", "C", "N", "O", "C", "O", "C", "N", "C", "S", "N", "O", "O", "H", "H", "H", "H", "H", "H", "H", "H", "H", "H", "H", "H"], "coordinates": [[-0.9093, 2.5998, 1.2306], [-0.1231, 1.4182, 0.9810], [0.4278, 1.3375, -0.2090], [0.8618, 2.2912, -1.0351], [1.0357, 0.2168, -0.5010], [0.6332, -1.0250, -0.0532], [1.5963, -1.8993, -0.0625], [2.9535, -1.5618, -0.3559], [-0.5922, -1.2181, 0.3243], [-1.0097, -2.5713, 0.7511], [-2.0998, -0.3438, -0.3036], [-1.4355, 0.7738, -1.1965], [-2.8682, -1.3638, -0.8862], [-2.6430, 0.2579, 0.8721], [-1.7589, 2.6151, 0.5489], [-0.2140, 3.5534, 0.9142], [-0.9161, 2.5950, 2.3244], [1.5004, 1.8181, -1.6762], [0.4649, 3.1842, -1.0505], [3.1197, -0.6698, 0.2027], [2.9859, -1.5720, -1.3609], [3.4679, -2.3643, -0.0473], [-0.6591, -3.3055, 0.0817], [-0.5655, -2.7311, 1.8183], [-2.0968, -2.4356, 0.7351], [-1.1561, 0.4005, -2.0464]], "nbo_charge": [-0.26, -0.46, 0.99, -0.77, -0.50, 0.93, -0.43, -0.22, -0.58, -0.42, 2.41, -1.15, -0.88, -0.92, 0.25, 0.16, 0.25, 0.44, 0.45, 0.20, 0.20, 0.22, 0.23, 0.23, 0.26, 0.37], "charge": 1, "de_lowest_ev": 2.326, "multiplicity": 1, "gap_ev": 10.051, "homo_energy_ha": -0.506}


(12)
{"formula": "C5H12N3PSSi", "method": "ωB97M-V with the def2-TZVPD basis set", "species": ["C", "C", "C", "C", "C", "N", "N", "N", "Si", "P", "S", "H", "H", "H", "H", "H", "H", "H", "H", "H", "H", "H", "H"], "coordinates": [[-1.8022, 0.8412, 1.7453], [0.4002, 0.4399, -2.6272], [1.6782, -1.6627, -0.8430], [2.3123, 1.4575, -0.6740], [-2.7022, -1.6171, 2.5559], [-1.1962, -0.0223, 0.9354], [-1.5580, 2.1215, 1.7961], [-0.5010, 0.3849, -0.0821], [0.9970, 0.1814, -0.8231], [-0.5955, 3.1415, 1.1535], [-3.0082, 0.1480, 2.9015], [-0.6458, 0.0401, -2.8406], [0.2563, 1.5343, -2.8879], [1.2411, 0.0410, -3.2323], [2.5916, -1.8083, -0.3356], [0.8516, -2.3216, -0.4556], [1.7403, -1.8803, -1.9225], [2.7070, 1.4060, 0.2982], [3.1397, 1.2111, -1.3940], [1.9787, 2.4534, -0.9674], [-3.5941, -2.3470, 2.5108], [-2.2227, -2.1071, 3.4653], [-2.0681, -1.6354, 1.7236]], "nbo_charge": [0.18, -1.11, -1.08, -1.13, -0.76, -0.20, -0.83, -0.66, 1.72, 0.82, 0.23, 0.24, 0.23, 0.22, 0.23, 0.24, 0.24, 0.23, 0.25, 0.24, 0.23, 0.22, 0.25], "charge": 0, "de_lowest_ev": 2.729, "multiplicity": 1, "gap_ev": [6.345, 6.729], "homo_energy_ha": [-0.285, -0.291]}


| no. | electronic energy (eV) |
| --- | --- |
| 1 | -12440.93850 |
| 2 | -12454.81819 |
| 3 | -12454.28521 |
| 4 | -14500.57338 |
| 5 | -14498.41723 |
| 6 | -36164.76041 |
| 7 | -9845.64289 |
| 8 | -9842.66177 |
| 9 | -9835.52984 |
| 10 | -9839.97123 |
| 11 | -30912.08619 |
| 12 | -37848.41299 |